{
  "formula": "C23H44NP3ScSe",
  "method": "ωB97M-V with the def2-TZVPD basis set",
  "species": ["Sc", "P", "P", "P", "H", "C", "C", "H", "C", "C", "C", "C", "C", "C", "C", "C", "C", "H", "H", "H", "H", "H", "H", "H", "H", "H", "H", "H", "H", "H", "H", "H", "H", "H", "H", "H", "H", "H", "H", "H", "H", "H", "H", "H", "H", "H", "C", "C", "C", "C", "C", "C", "Se", "H", "H", "H", "H", "H", "H", "N", "C", "C", "C", "C", "C", "C", "H", "H", "H", "H", "H", "H", "H"],
  "coordinates": [[0.6679, -0.7777, 1.1764], [1.9964, 1.3512, 2.1113], [-1.5999, 0.2013, -0.9244], [1.8365, 0.1280, -1.3423], [1.0314, -3.1586, 2.4757], [1.7020, -2.2984, 2.2711], [2.0152, -1.4777, 3.3862], [1.3913, -1.5096, 4.2986], [1.7918, 1.6181, 3.8799], [0.4917, 1.9866, 1.3059], [3.5251, 2.0642, 1.5188], [-2.0618, -1.0892, -2.1536], [-3.2506, 0.5283, -0.1886], [-1.5708, 1.6733, -2.0363], [3.6494, -0.2505, -1.3684], [1.9525, 1.8480, -2.0198], [1.4254, -0.7351, -2.9156], [2.5770, -2.6136, 1.6967], [3.0809, -1.2478, 3.5786], [2.2080, 0.7965, 4.4726], [0.7313, 1.7430, 4.1539], [2.3339, 2.5426, 4.1474], [-0.1530, 1.2200, 0.8133], [0.7572, 2.7300, 0.5394], [-0.1713, 2.4797, 2.0358], [4.3131, 1.3353, 1.7115], [3.7343, 2.9757, 2.0817], [3.4860, 2.2708, 0.4463], [-3.1319, -0.9764, -2.3830], [-1.8732, -2.0835, -1.7276], [-1.4860, -0.9594, -3.0787], [-3.9114, 0.8172, -1.0141], [-3.1950, 1.3496, 0.5377], [-3.6454, -0.3605, 0.3146], [-2.6090, 1.9635, -2.2628], [-1.0488, 1.4367, -2.9756], [-1.0784, 2.5103, -1.5204], [4.0673, 0.1380, -2.2979], [3.7938, -1.3336, -1.3405], [4.1633, 0.2085, -0.5201], [2.7236, 1.8154, -2.8017], [2.2768, 2.5569, -1.2533], [1.0047, 2.1814, -2.4538], [2.2786, -0.6354, -3.5939], [0.5517, -0.2922, -3.4020], [1.2401, -1.7982, -2.7254], [1.1991, -3.7415, -0.9742], [2.5768, -3.4369, -0.8919], [3.4821, -4.0192, -1.7701], [3.0037, -4.8012, -2.8341], [1.6277, -5.0231, -2.9709], [0.7415, -4.5374, -2.0339], [-0.0996, -3.1797, 0.2937], [2.3447, -0.0779, 1.7162], [2.9121, -2.7269, -0.1236], [4.5564, -3.8660, -1.6312], [3.7062, -5.2283, -3.5508], [1.2412, -5.5832, -3.8201], [-0.3225, -4.7448, -2.0649], [-0.7036, -0.9596, 2.8969], [-2.0616, -0.5420, 3.0817], [-2.3186, 0.7697, 3.4700], [-3.6635, 1.1630, 3.5614], [-4.6669, 0.2425, 3.2537], [-4.3727, -1.0508, 2.8059], [-3.0387, -1.4575, 2.7331], [-0.0984, -0.6052, 3.6419], [-0.6286, -1.9833, 2.8528], [-1.4883, 1.4556, 3.6753], [-3.8785, 2.1937, 3.8642], [-5.7056, 0.5656, 3.3583], [-5.1688, -1.7233, 2.5123], [-2.7729, -2.4539, 2.3887]],
  "atomic_forces_ev_per_a": [[-2.4621, 0.3393, -2.5799], [0.7862, 0.0334, 0.1485], [-1.0109, -0.1969, -0.3078], [1.1374, 0.0060, -0.9867], [0.4981, 0.6950, -0.0287], [2.0189, -1.6355, 2.6719], [0.1262, -1.3641, 0.2149], [0.4123, 0.0499, -0.5607], [0.1630, 0.0190, 0.5444], [-0.1069, 0.0479, 0.0419], [0.0063, 0.3201, 0.0782], [0.1030, -0.1087, 0.1571], [0.1340, -0.0650, 0.3187], [0.4102, 0.1505, 0.1740], [-0.2404, -0.0869, 0.4004], [-0.1162, -0.1017, 0.2894], [-0.3914, -0.2539, 0.2079], [-0.2249, -0.0469, 0.0796], [-0.6712, 0.4551, -0.3652], [0.0473, 0.2593, -0.1556], [0.3904, -0.0751, -0.2500], [-0.2110, -0.2453, -0.1245], [0.0641, 0.4090, -0.1692], [0.0362, -0.4123, 0.0801], [0.4668, -0.2433, -0.0057], [0.1019, 0.0687, 0.0639], [0.0543, 0.0639, -0.1499], [-0.0143, -0.0072, 0.1855], [0.3490, -0.1176, 0.0167], [-0.1826, 0.1661, -0.3053], [-0.1592, -0.1816, 0.2847], [0.0188, -0.1013, 0.2746], [-0.0854, -0.1869, -0.1302], [0.0811, 0.2280, -0.1023], [0.4360, -0.1274, 0.0117], [-0.1274, 0.2247, 0.3351], [-0.1774, -0.0567, -0.3558], [0.0593, -0.0296, 0.0833], [0.1104, 0.3215, -0.0227], [0.0956, -0.1013, -0.1234], [-0.2887, 0.0897, 0.1558], [-0.0787, 0.0665, -0.1961], [0.2583, -0.0300, 0.1563], [-0.1016, 0.0188, 0.1352], [0.1218, -0.0923, 0.1378], [0.0059, 0.2161, -0.1692], [0.3970, 0.0842, -0.0098], [-0.1891, 0.2321, 0.4670], [-0.1746, 0.0731, -0.0147], [-0.0816, 0.1035, 0.2245], [0.2159, -0.0779, -0.4477], [-0.4095, -0.0020, 0.5614], [-0.1034, -0.0629, -1.5437], [0.2517, 1.9507, 0.3785], [0.0317, -0.6649, -0.4074], [-0.4041, 0.0250, -0.1462], [-0.2300, 0.0804, 0.2085], [0.1595, 0.0093, 0.2120], [0.1073, -0.2019, -0.2921], [0.5427, 0.1678, 0.1272], [-0.1797, 0.1286, -0.4705], [-0.5963, -0.3261, -0.2089], [0.7059, -0.0258, 0.0514], [-0.3544, 0.2444, -0.0332], [0.3380, 0.3958, 0.2913], [-0.7374, 0.4851, 0.0728], [-0.5446, -0.4536, 0.0020], [-0.2787, 0.3406, 0.6966], [-0.4260, -0.1920, 0.0853], [-0.1685, -0.5342, -0.0757], [0.3223, -0.2058, -0.1257], [0.0141, 0.0083, 0.1354], [-0.0506, 0.0376, 0.1030]],
  "orbital_gap_ev": [6.684, 5.544],
  "total_charge": 3,
  "e_homo_ha": [-0.6216, -0.6109],
  "mol_weight_g_mol": 551.5,
  "relative_energy_kj_mol": 184.6,
  "e_tot_ha": -5142.692730
}